Record 1
Entry from OMol25: a cluster of 2 separate species, C3H8NO in total (ωB97M-V/def2-TZVPD).

As for the HOMO-LUMO gap: 0.234 hartree. For the HOMO energy, the calculation gives -1.941 eV.

```
! RIJCOSX wB97M-V def2-TZVPD def2/J DEFGRID3
* xyz -1 1
C -0.1009 0.2271 2.1320
O 1.0784 -0.2490 1.5446
H -0.9734 -0.3749 1.8359
H -0.0357 0.1518 3.2254
H -0.2559 1.2840 1.8862
C -0.7788 -0.9733 -1.4428
C 0.0146 0.1009 -1.7619
N 1.0077 0.6602 -1.0522
H -0.6908 -1.4604 -0.4787
H -1.4327 -1.3541 -2.2217
H -0.1749 0.5283 -2.7620
H 1.2883 1.5364 -1.4649
H 1.0539 -0.0768 0.5600
*
```

Here are the Mulliken charges for atoms 1 to 2, given in e: number 1, C, carries -0.588; number 2, O, carries -0.587

Record 2
Entry from OMol25: a cluster of 2 separate species, C3H8NO in total in a non-equilibrium geometry (ωB97M-V/def2-TZVPD).

As for the HOMO-LUMO gap: 0.264 hartree. For the HOMO energy, the calculation gives -15.534 eV.

```
! RIJCOSX wB97M-V def2-TZVPD def2/J DEFGRID3
* xyz 1 1
C -0.7893 -0.6328 0.1174
C -1.9985 -0.6433 -0.4741
C 0.4865 1.0861 0.3808
N -0.3116 0.2396 1.1156
H 0.0176 -1.2339 -0.3083
H -2.8270 -0.0554 -0.0641
H -2.2129 -1.1830 -1.3974
H 1.3072 1.4545 1.0222
H -0.1308 1.9165 0.0152
H -0.7908 0.4950 1.9760
H 2.8087 -0.6762 -1.4723
H 2.0097 0.0280 -0.3173
O 2.4312 -0.7950 -0.5936
*
```

Here are the Mulliken charges for atoms 1 to 2, given in e: number 1, C, carries -0.017; number 2, C, carries -0.514

Record 3
Entry from OMol25: a cluster of 2 separate species, C3H8NO in total in a non-equilibrium geometry (ωB97M-V/def2-TZVPD).

As for the HOMO-LUMO gap: 0.363 hartree. For the HOMO energy, the calculation gives -13.933 eV.

```
! RIJCOSX wB97M-V def2-TZVPD def2/J DEFGRID3
* xyz 1 1
C -1.0959 1.1321 1.4962
C 0.7685 -0.9917 -1.1279
C -1.4330 0.5512 0.3457
N 1.6212 -0.9458 -0.2127
O -0.5061 0.5039 -0.6763
H 0.0161 1.3752 1.4285
H -1.7226 1.0241 2.3671
H -0.1126 -1.4456 -1.0457
H 0.9751 -0.6639 -2.2464
H -2.2809 -0.0494 0.0407
H 2.4972 -0.4992 -0.3432
H 1.4456 -1.4337 0.6682
H -0.1726 1.4428 -0.6944
*
```

Here are the Mulliken charges for atoms 1 to 2, given in e: number 1, C, carries -0.765; number 2, C, carries -0.234

Record 4
Entry from OMol25: the ion C3H8NO2 with charge +1 in a non-equilibrium geometry (ωB97M-V/def2-TZVPD).

As for the HOMO-LUMO gap: 0.389 hartree. Its SMILES is [NH3+]CCC(=O)O. For the HOMO energy, the calculation gives -14.616 eV.

```
! RIJCOSX wB97M-V def2-TZVPD def2/J DEFGRID3
* xyz 1 1
N -1.9147 -0.2513 0.3352
C -0.7528 -0.0882 -0.6134
C 0.4344 0.5870 0.0516
C 1.7445 -0.1514 -0.2307
O 1.7895 -1.1169 -0.9290
O 2.7512 0.4067 0.4294
H -1.8180 -1.0924 0.9044
H -2.1688 0.6133 0.8130
H -2.7292 -0.4455 -0.2565
H -0.4486 -1.0519 -0.9961
H -1.1635 0.5106 -1.4250
H 0.5346 1.6501 -0.1494
H 0.3302 0.5101 1.1353
H 3.4111 -0.0802 0.9312
*
```

Here are the Mulliken charges for atoms 1 to 2, given in e: number 1, N, carries -0.330; number 2, C, carries -0.473

Record 5
Entry from OMol25: a structure of composition C3H8NO2 in a non-equilibrium geometry (ωB97M-V/def2-TZVPD).

As for the HOMO-LUMO gap: 0.345 hartree. For the HOMO energy, the calculation gives -12.967 eV.

```
! RIJCOSX wB97M-V def2-TZVPD def2/J DEFGRID3
* xyz 1 1
C 0.9545 -0.0735 -0.0139
C -0.8486 -0.6748 0.1252
C -1.8947 1.4412 -0.2211
N 2.0236 -1.0476 0.1432
O -0.0324 -0.6513 -1.0262
O -1.6576 0.1948 0.4989
H 1.1773 1.0645 -0.0139
H -0.7182 -1.4882 0.8929
H -2.9403 1.7261 -0.0506
H -1.5510 1.4832 -1.2668
H -1.2616 2.0558 0.4913
H 2.4362 -1.1383 1.0741
H 2.7663 -0.9139 -0.5725
H 1.5465 -1.9781 -0.0606
*
```

Here are the Mulliken charges for atoms 1 to 2, given in e: number 1, C, carries -0.489; number 2, C, carries 0.288

Record 6
Entry from OMol25: a cluster of 2 separate species, C3H8NO2P in total in a non-equilibrium geometry (ωB97M-V/def2-TZVPD).

As for the HOMO-LUMO gap (alpha / beta): 0.278 / 0.278 hartree. For the HOMO energy (alpha / beta), the calculation gives -7.353 / -7.520 eV.

```
! RIJCOSX wB97M-V def2-TZVPD def2/J DEFGRID3
* xyz 0 1
C 2.0465 -0.5638 -0.3031
C -0.1970 -0.8423 -1.1319
C -0.8104 1.6608 -0.1796
N 0.8138 -1.1709 -0.2955
O 2.3686 0.2667 -1.1187
O 0.5686 -2.0671 0.7412
P -0.3180 1.4291 1.4809
H 2.6939 -0.9656 0.4885
H -1.1349 -1.3503 -1.0379
H 0.0775 -0.3410 -2.0411
H -1.8667 1.7014 -0.3930
H -0.1817 2.2814 -0.7952
H 0.2991 -2.9149 0.3533
H 0.8623 0.6944 1.2879
H -1.1103 0.3252 1.8008
*
```

Here are the Mulliken charges for atoms 1 to 2, given in e: number 1, C, carries -0.044; number 2, C, carries -0.750

Record 7
Entry from OMol25: a cluster of 2 separate species, C3H8NO2S in total in a non-equilibrium geometry (ωB97M-V/def2-TZVPD).

As for the HOMO-LUMO gap: 0.254 hartree. For the HOMO energy, the calculation gives -3.099 eV.

```
! RIJCOSX wB97M-V def2-TZVPD def2/J DEFGRID3
* xyz -1 1
O -1.4894 -3.4275 -0.8327
C -1.5411 -2.2089 -0.7016
N -0.4694 -1.4351 -0.4778
C -0.6129 -0.0003 -0.2667
C 0.5795 0.8184 -0.7620
S 2.1257 0.1083 -0.0189
H -2.5188 -1.7119 -0.7825
H 0.4352 -1.8757 -0.3936
H -0.7003 0.2042 0.7973
H -1.5166 0.2833 -0.8194
H 0.4438 1.8402 -0.3861
H 0.7068 0.9147 -1.8413
H 2.1196 2.5930 1.9605
H 0.9335 1.7329 1.9344
O 1.5043 2.1642 2.5903
*
```

Here are the Mulliken charges for atoms 1 to 2, given in e: number 1, O, carries -0.636; number 2, C, carries 0.062

Record 8
Entry from OMol25: a cluster of 2 separate species, C3H8NO2S in total (ωB97M-V/def2-TZVPD).

As for the HOMO-LUMO gap: 0.273 hartree. For the HOMO energy, the calculation gives -3.474 eV.

```
! RIJCOSX wB97M-V def2-TZVPD def2/J DEFGRID3
* xyz -1 1
N 1.6598 -0.7562 0.9677
C 0.6504 -0.1740 1.7185
O -0.5407 -0.7302 1.5557
O 0.8672 0.7337 2.4992
H 2.4892 -0.1904 1.0018
H 1.3447 -1.0512 0.0486
H -0.7619 -0.8891 0.5662
C -0.7573 1.7163 -0.9657
C -0.8881 0.6610 -2.0586
S -0.5844 -1.0369 -1.4780
H 0.2307 1.6941 -0.5069
H -1.4763 1.5044 -0.1706
H -0.9581 2.7305 -1.3325
H -0.1569 0.8617 -2.8455
H -1.8759 0.7424 -2.5223
*
```

Here are the Mulliken charges for atoms 1 to 2, given in e: number 1, N, carries -0.436; number 2, C, carries 0.644

Record 9
Entry from OMol25: a cluster of 2 separate species, C3H8NO2S in total in a non-equilibrium geometry (ωB97M-V/def2-TZVPD).

As for the HOMO-LUMO gap (alpha / beta): 0.381 / 0.258 hartree. For the HOMO energy (alpha / beta), the calculation gives -9.869 / -9.526 eV. As for the expectation value of S²: 0.75.

```
! RIJCOSX wB97M-V def2-TZVPD def2/J DEFGRID3
* xyz 0 2
O 1.7941 3.3726 1.9823
C 1.2938 2.2665 1.6122
N 1.9241 1.5013 0.6763
C 1.0195 0.3248 0.2233
C 0.5442 0.3366 -1.2447
S -1.0456 1.2953 -1.2906
H 0.3689 1.8389 2.0139
H 2.4549 1.9348 -0.0008
H 0.0650 0.1180 0.8224
H 1.7118 -0.4027 0.3842
H 0.5479 -0.7773 -1.4091
H 1.2278 0.8355 -1.9105
H -4.4567 -3.7216 -1.0035
H -3.5695 -4.4811 0.0418
O -3.8802 -4.4415 -0.8974
*
```

Here are the Mulliken charges for atoms 1 to 2, given in e: number 1, O, carries -0.589; number 2, C, carries 0.165

Record 10
Entry from OMol25: the ion C3H8NO2S with charge +1 in a non-equilibrium geometry (ωB97M-V/def2-TZVPD).

As for the HOMO-LUMO gap: 0.348 hartree. Its SMILES is CCO[C@]1([NH3+])OS1. For the HOMO energy, the calculation gives -14.302 eV.

```
! RIJCOSX wB97M-V def2-TZVPD def2/J DEFGRID3
* xyz 1 1
C -2.2571 0.8201 -0.1542
C -0.7949 1.0285 0.2230
O -0.1380 -0.2088 0.0759
C 1.3970 -0.2883 0.2023
N 1.4784 -1.7437 -0.2825
O 2.2086 0.0016 1.1616
S 2.6262 0.8869 -0.2591
H -2.7459 0.4235 0.7347
H -2.6847 1.7336 -0.1726
H -2.3162 0.4181 -1.2192
H -0.7711 1.2116 1.3141
H -0.2765 1.8268 -0.3807
H 0.4010 -1.9310 -0.4560
H 1.9548 -2.2589 0.4199
H 1.9183 -1.9199 -1.2073
*
```

Here are the Mulliken charges for atoms 1 to 2, given in e: number 1, C, carries -1.212; number 2, C, carries -0.254

What energy above the lowest of the compared OMol25 structures with the same formula, charge and spin values result from the calculations? In sequence: 9.9; 121.9; 53.5; 22.9; 117.1; 134.6; 28.7; 4.2; 28.9; 96.0 kcal per mole.